C5H5NO | ωB97M-V with the def2-TZVPD basis set

Last column: Löwdin charge in e.
CARTESIAN COORDINATES (ANGSTROEM)
O -2.041 -0.297 -0.542  -0.05
C -1.019 -0.679 0.341  -0.23
C 0.376 -0.364 -0.269  -0.29
C 0.743 1.047 -0.088  -0.11
C 0.993 2.215 0.026  0.14
C 1.431 -1.288 0.175  -0.18
N 2.252 -2.058 0.433  0.16
H -2.001 0.662 -0.651  0.10
H -1.143 -0.189 1.313  0.13
H -1.108 -1.756 0.493  0.13
H 0.281 -0.545 -1.351  0.16
H 1.236 3.252 0.120  0.04

Results
Frontier orbital gap, eV: 11.481
Total energy, eV: -8800.912
Highest occupied orbital energy, eV: -10.819
Maximum force, eV Å⁻¹: 0.98
ΔE to the lowest compared entry with this formula, charge and spin, kJ/mol: 241.9
Lowest unoccupied orbital energy, eV: 0.66
SMILES: C#C[C@@H](C#N)CO

---

CH4BrCuN2O | ωB97M-V with the def2-TZVPD basis set

Last column: Löwdin charge in e.
CARTESIAN COORDINATES (ANGSTROEM)
Cu 3.750 -3.196 -0.101  0.41
Br 2.275 -1.300 0.907  -0.06
C -1.216 0.759 -0.070  -0.50
O -2.354 1.345 -0.085  0.29
N -0.744 0.184 -1.181  0.27
N -0.357 0.765 0.941  0.25
H -1.242 0.375 -2.037  0.15
H 0.161 -0.261 -1.098  0.10
H 0.413 0.103 0.943  -0.07
H -0.685 1.226 1.781  0.15

Results
Frontier orbital gap (spin up / spin down), eV: 8.246 / 4.250
Total energy, eV: -120802.993
Spin multiplicity: 2
Charge: +1
Highest occupied orbital energy (spin up / spin down), eV: -13.192 / -13.156
Maximum force, eV Å⁻¹: 3.01
ΔE to the lowest compared entry with this formula, charge and spin, kJ/mol: 41.1
Lowest unoccupied orbital energy (spin up / spin down), eV: -4.95 / -8.91

---

The lowest ΔE to the lowest compared entry with this formula, charge and spin belongs to which entry?
CH4BrCuN2O

---

maximum force of number 2 (CH4BrCuN2O)?
3.01 eV Å⁻¹